This record from the OMol25 dataset describes C3H3NaO as an isolated structure in a non-equilibrium geometry. The level of theory is the ωB97M-V functional and the def2-TZVPD basis.

Last column: Löwdin charge in e.
Cartesian coordinates (Å):
Na1 -2.82 0.52 0.53  0.62
O1 -0.79 0.20 -0.78  -0.37
C1 1.17 -0.29 0.22  -0.11
C2 0.50 0.66 -0.44  -0.29
C3 -0.99 -1.04 -0.20  -0.09
H1 0.63 1.74 -0.48  0.09
H2 1.01 -1.46 -0.16  0.09
H3 1.28 -0.31 1.31  0.05

Calculated values
- lowest unoccupied orbital energy (spin up / spin down) (hartree) = -0.03202 / -0.03056
- HOMO energy (spin up / spin down) (eV) = -5.8554 / -5.1209